64
Properties=species:S:1:pos:R:3 method="wB97M-V/def2-TZVPD" homo_ev="-3.030 / -3.029" total_energy_ev=-52769.898 e_above_lowest_ev=0.000 spin_multiplicity=1 orbital_gap_ev="5.40 / 5.39" total_charge=-1
W -0.874 0.038 0.052
O -0.936 3.742 -1.602
C -1.390 2.913 -0.828
O -1.452 1.648 -1.111
C -2.008 3.421 0.470
C -2.414 4.757 0.428
C -3.034 5.376 1.497
C -3.251 4.651 2.664
C -2.848 3.332 2.730
C -2.227 2.692 1.649
S -1.746 1.006 1.958
H -2.218 5.300 -0.487
H -3.340 6.412 1.425
H -3.727 5.116 3.519
H -3.000 2.760 3.638
O -2.141 -0.905 -1.216
C -2.444 -2.146 -1.514
C -3.202 -2.381 -2.677
C -3.551 -3.654 -3.066
C -3.156 -4.757 -2.306
C -2.423 -4.546 -1.158
C -2.063 -3.261 -0.734
C -1.306 -3.072 0.492
N -0.820 -1.927 0.952
C -0.132 -2.213 2.116
C -0.203 -3.544 2.360
N -0.955 -4.077 1.338
H -3.487 -1.510 -3.252
H -4.128 -3.801 -3.971
H -3.415 -5.762 -2.612
H -2.116 -5.414 -0.584
H 0.349 -1.432 2.676
H 0.195 -4.148 3.155
H -1.209 -5.040 1.234
C 1.116 -0.102 -3.131
C 2.011 -1.079 -2.363
C 1.237 -2.313 -1.896
C 2.822 -0.403 -1.270
C 4.207 -0.432 -1.400
C 5.039 0.203 -0.494
C 4.469 0.907 0.551
C 3.092 0.971 0.731
C 2.575 1.822 1.878
C 1.692 2.979 1.402
C 1.883 1.016 2.977
C 2.248 0.274 -0.166
N 0.884 0.266 0.026
H 0.611 -0.622 -3.949
H 1.711 0.708 -3.558
H 0.353 0.358 -2.504
H 2.757 -1.443 -3.079
H 0.406 -2.042 -1.248
H 1.884 -2.995 -1.338
H 0.827 -2.848 -2.756
H 4.635 -0.960 -2.246
H 6.115 0.165 -0.612
H 5.106 1.438 1.251
H 3.471 2.266 2.326
H 0.775 2.606 0.950
H 2.211 3.590 0.662
H 1.413 3.618 2.243
H 0.907 0.671 2.641
H 1.721 1.648 3.854
H 2.492 0.160 3.280